Formula: C23H22LiN3O5
Source: the OMol25 dataset
Level of theory: ωB97M-V with the def2-TZVPD basis set

Element x y z (Å)
Li1 1.000 0.040 0.415
C1 -0.382 -1.086 4.663
O1 -1.402 -0.120 4.438
C2 -2.162 -0.344 3.302
C3 -3.521 -0.459 3.462
C4 -4.364 -0.625 2.357
C5 -3.791 -0.663 1.102
C6 -2.413 -0.526 0.901
C7 -1.924 -0.580 -0.468
N1 -0.751 -0.240 -0.835
N2 -0.459 -0.458 -2.174
C8 0.842 -0.668 -2.290
O2 1.691 -0.726 -1.360
C9 1.320 -0.880 -3.705
C10 0.445 -0.949 -4.788
C11 0.930 -1.135 -6.075
C12 2.299 -1.251 -6.300
C13 3.174 -1.184 -5.224
C14 2.686 -1.002 -3.936
C15 -1.517 -0.371 2.014
O3 -0.255 -0.248 1.917
H1 -0.050 -0.956 5.695
H2 0.448 -0.948 3.973
H3 -0.782 -2.099 4.544
H4 -3.917 -0.409 4.471
H5 -5.437 -0.706 2.484
H6 -4.422 -0.770 0.223
H7 -2.616 -0.970 -1.224
H8 -0.614 -0.852 -4.591
H9 0.240 -1.187 -6.909
H10 2.677 -1.392 -7.306
H11 4.243 -1.270 -5.390
H12 3.341 -0.944 -3.075
C16 1.427 2.526 3.096
C17 2.478 1.890 2.171
O4 3.654 1.853 2.574
O5 2.030 1.469 1.066
H13 1.876 2.874 4.026
H14 0.659 1.777 3.310
H15 0.946 3.363 2.584
N3 -1.103 2.624 0.650
C18 -2.468 2.667 0.461
C19 -3.016 2.596 -0.828
C20 -4.385 2.677 -1.018
C21 -5.250 2.841 0.059
C22 -4.711 2.908 1.339
C23 -3.345 2.824 1.543
H16 -0.794 2.304 1.557
H17 -0.590 2.122 -0.062
H18 -2.353 2.434 -1.671
H19 -4.782 2.600 -2.024
H20 -6.322 2.887 -0.093
H21 -5.366 3.000 2.199
H22 -2.940 2.831 2.549

Results
Total energy: -39124.80583 eV
M: 427.4 g mol⁻¹
Energy above the lowest of the compared OMol25 structures with the same formula, charge and spin: 0.0 kcal per mole
LUMO: 4.73 eV
Gap between HOMO and LUMO: 6.063 eV
Total charge: -2
Spin multiplicity: 1